The following is a DFT calculation (wB97M-V/def2-TZVPD) of a structure of composition C22H26N5ORh at a distorted geometry.

XYZ file:
```
55
Properties=species:S:1:pos:R:3:forces:R:3
Rh 0.3996 -0.1369 0.4447 -4.2 1.0 1.1
C -0.5921 0.5209 -2.4102 0.1 0.1 -0.7
C 0.3777 -0.5838 -2.8642 -0.1 0.4 0.3
C 1.7258 -0.5682 -2.1908 0.1 -0.1 -0.5
C 2.8735 -0.1996 -2.8821 -0.2 -0.2 0.0
C 4.1118 -0.3211 -2.2756 -0.1 -0.1 0.3
C 4.1804 -0.8417 -0.9887 -0.1 -0.2 -0.1
C 3.0023 -1.1728 -0.3490 0.5 -0.1 0.0
N 1.8046 -1.0104 -0.9268 -0.1 1.3 1.0
N -1.2956 0.2173 -1.1585 0.6 -0.5 0.2
C -2.0483 1.3763 -0.6756 -0.2 0.2 0.3
C -1.1572 2.4864 -0.1926 -0.3 0.0 -0.1
C -1.6400 3.7803 -0.0293 0.3 -0.2 0.0
C -0.7835 4.7654 0.4317 0.1 -0.1 -0.1
C 0.5394 4.4327 0.6930 -0.1 -0.2 0.0
C 0.9333 3.1158 0.5319 0.3 0.6 0.1
N 0.0977 2.1648 0.1211 0.9 -1.3 0.4
C -2.1800 -0.9498 -1.2840 -0.2 -0.1 0.0
C -1.6159 -2.2181 -0.7025 -0.2 -0.1 -0.3
C -2.0975 -3.4633 -1.0953 0.1 0.2 0.2
C -1.6344 -4.6003 -0.4558 0.1 0.1 0.1
C -0.7077 -4.4630 0.5684 0.0 0.2 0.0
C -0.2674 -3.1904 0.8901 0.1 -0.8 0.2
N -0.7080 -2.1063 0.2634 1.5 1.0 0.4
H -1.3263 0.6771 -3.2142 0.0 0.1 0.1
H -0.0330 1.4534 -2.2817 -0.2 -0.1 0.0
H 0.5392 -0.4738 -3.9369 -0.1 0.0 0.1
H -0.0771 -1.5629 -2.6946 0.1 0.0 -0.1
H 2.7924 0.1621 -3.8943 0.0 0.0 -0.1
H 5.0110 -0.0538 -2.8082 0.1 0.1 0.0
H 5.1261 -0.9992 -0.4982 0.1 0.0 0.1
H 3.0120 -1.6246 0.6380 -0.1 0.3 0.0
H -2.6487 1.0588 0.1836 0.0 0.0 -0.2
H -2.7320 1.7515 -1.4503 0.1 0.0 0.1
H -2.6699 4.0000 -0.2564 -0.1 0.0 -0.1
H -1.1300 5.7787 0.5633 -0.1 0.1 0.0
H 1.2508 5.1729 1.0204 0.1 0.1 0.0
H 1.9533 2.8166 0.7256 0.0 0.0 0.1
H -2.4689 -1.1053 -2.3292 0.0 0.0 0.1
H -3.0976 -0.7487 -0.7229 0.0 0.0 -0.1
H -2.8336 -3.5332 -1.8807 -0.1 0.0 -0.1
H -1.9962 -5.5767 -0.7426 0.0 0.0 0.0
H -0.3375 -5.3197 1.1081 0.1 0.0 0.0
H 0.4540 -3.0339 1.6830 0.0 0.0 -0.1
N -1.8311 -0.0594 4.1662 -0.2 0.0 0.0
C -1.0249 0.2438 3.1549 0.6 0.3 1.0
O -1.3761 0.0825 1.9795 0.8 0.0 -1.5
C 0.3322 0.8356 3.4769 -0.5 0.0 -0.4
C 1.3648 0.4025 2.4699 0.3 -2.0 -1.4
H -2.7702 -0.3843 3.9809 0.1 0.0 0.0
H -1.5559 0.0530 5.1302 0.0 0.1 -0.2
H 0.6421 0.5624 4.4917 0.0 0.1 -0.1
H 0.2099 1.9239 3.4465 -0.1 -0.1 0.1
H 1.7036 -0.6273 2.6424 0.2 0.4 0.3
H 2.1992 1.0938 2.3856 0.0 -0.1 -0.2
```
Forces are in eV/Å.

The value obtained for the electronic energy is -1312.99001 Eh. The HOMO-LUMO gap (spin up / spin down) comes out at 0.2761 / 0.2690 Ha. Its spin multiplicity is 1. The calculation puts the maximum force at 4.46 eV/A. The value obtained for the molecular weight is 479.390 g mol⁻¹. As for the total charge: +2.